155
Properties=species:S:1:pos:R:3:forces:R:3:lowdin_charge:R:1 method="wB97M-V/def2-TZVPD" energy_ha=-6747.27619 gap_ev="9.49 / 3.10" e_homo_ev="-11.80 / -11.80" fmax_ha_per_bohr=0.079 lumo_ha="-0.085 / -0.320" spin_multiplicity=2 total_charge=+1
C -5.8703 -2.3754 0.8566 -1.933 -0.022 -1.586 -0.4910
H 2.5075 -2.3988 0.9629 0.120 -0.095 0.294 0.0156
F 0.8977 4.6333 -0.1064 -0.326 0.736 -0.156 0.0857
H 1.9120 2.3523 3.5461 -0.351 -0.535 0.367 0.0937
F -4.9140 -8.1996 -2.1367 -0.166 0.593 -0.962 0.1161
H -1.3269 -0.8396 -7.2701 -0.771 -0.721 -0.128 0.1255
H 5.8084 7.3419 0.1470 -0.118 -0.582 0.038 0.1342
H -0.4684 -1.7911 6.6568 0.301 -0.033 -0.229 0.0648
H 4.6566 -1.1316 -3.8176 -0.284 0.053 -0.518 0.1060
H 6.2939 -3.2591 -2.7932 0.071 0.113 -0.376 0.1241
H -1.5696 -0.1602 1.3159 -0.028 -0.004 -0.253 0.1043
F 2.6508 6.7139 -0.8504 -0.663 -0.080 -1.625 0.1783
F -0.3051 -7.2521 -2.1762 -0.947 -0.596 -1.530 0.1314
C 6.2975 6.8350 2.8156 -1.706 -1.010 -0.182 -0.3298
C 1.0495 0.6381 -0.5818 0.063 0.978 1.568 -0.1352
C 2.7095 2.4892 4.2764 0.976 0.245 -0.690 -0.1874
C 3.9387 -1.7350 -3.2620 0.548 0.188 -1.048 -0.1667
F -4.9685 -0.2169 0.3334 -0.602 0.151 0.573 0.1107
C 2.8001 6.0459 0.2726 3.531 1.607 1.118 -0.5169
O -1.3857 -2.2348 -5.6329 -0.910 -0.087 -0.792 -0.1095
H -0.0625 0.5660 3.6682 -0.304 0.567 -0.005 0.0759
H -4.1445 -4.5634 -1.1903 0.707 -0.021 0.758 0.1372
H -0.7690 -0.5412 -3.4986 -0.318 -0.157 0.194 0.1019
O 4.2028 6.0354 0.5893 -0.965 0.285 -0.583 0.0073
F -1.8406 -4.1072 -1.1164 0.743 -0.549 0.686 0.0987
H 0.2351 -1.0428 3.8845 -0.338 -0.708 0.510 0.0546
H -0.1487 -6.3000 -0.5971 -0.276 0.872 0.570 0.1668
H 0.5679 -2.7160 -5.1379 0.058 -0.225 -0.078 0.1261
O -1.9972 -0.5414 6.0322 0.514 -0.191 -0.424 -0.1240
F -9.7951 -3.2327 -1.4720 -0.059 0.333 -0.421 0.1083
C 4.8539 7.3579 0.6731 0.159 -0.207 1.467 -0.0046
H 2.2542 4.1994 1.2708 0.011 0.623 0.449 0.1549
C -8.2286 -1.8281 -2.5972 2.925 -0.058 -0.853 -0.3675
H 4.1837 -2.3610 1.6294 -0.255 0.101 -0.226 0.0335
H -0.3193 2.1052 0.2826 -0.138 -0.147 -0.115 0.1162
O 4.3938 3.0807 -4.8057 0.541 0.038 0.391 -0.1224
C -7.7805 -3.0242 -0.4012 -0.913 0.593 0.077 -0.0580
H -2.3798 2.9603 3.4981 0.341 0.298 0.083 0.0952
F -8.1348 -4.2732 -2.3581 0.442 0.849 -0.978 0.1292
C 5.1994 7.7639 2.1871 0.676 -0.937 -1.056 -0.4377
H 0.1365 -5.1246 3.0300 -0.319 0.073 -0.120 0.0231
H 0.3994 0.0303 -6.1821 -0.060 0.130 -0.134 0.1067
C 3.1410 -2.0893 1.7941 0.523 -0.672 0.367 -0.9567
C -2.3202 4.2549 0.4315 0.150 -0.195 0.486 -0.2000
H -2.3397 0.5083 4.3032 -0.208 -0.008 0.001 0.1031
H 2.0236 1.0962 -0.4104 0.426 -0.718 -0.172 0.1262
F 4.1149 7.7925 2.9720 -0.411 -0.335 0.291 0.1226
C -0.3431 -6.0413 -1.6380 0.108 -0.505 2.719 -0.3169
H 4.6819 2.0464 -6.4974 -0.311 -0.271 -0.073 0.1276
H 3.3829 0.9913 -3.0166 0.412 -0.196 -0.087 0.0907
C -1.8194 -0.3967 4.6169 1.220 0.210 -0.080 -0.1834
H 4.5789 -3.4844 -4.5592 0.086 0.622 -0.155 0.1170
H 4.1032 2.2822 2.5701 -0.714 0.607 -0.751 0.0838
C 4.2176 -3.2128 -3.5674 0.462 -0.503 0.382 -0.1380
F 0.7133 -5.3697 -2.0948 -0.046 1.162 -0.621 0.1086
C -0.1193 -0.8444 -4.3196 0.671 0.507 0.632 -0.1979
H -7.1583 -1.6541 -2.7076 0.434 -0.825 -0.033 0.1644
H 0.5009 1.0482 1.4350 0.253 0.096 0.016 0.0894
H 2.7989 3.8239 -3.8302 -0.036 0.120 0.329 0.1256
H 2.6433 5.7626 4.2472 -0.168 -0.237 -0.750 0.1156
H -1.5524 4.4701 -0.3116 -0.103 -0.260 -0.107 0.1056
H 3.3536 -3.8650 -3.4402 -0.201 0.182 0.390 0.1032
C -4.9044 -7.8927 -0.8348 0.450 -1.913 0.522 -0.3140
H -0.7214 -0.3888 7.6570 -0.228 0.149 -0.065 0.1229
H -0.7085 -1.6891 -0.9972 0.295 -0.507 -0.194 0.1501
F -5.6135 -3.6616 1.1541 0.931 0.243 -0.022 0.1455
H 4.9110 -0.5840 -1.7174 0.607 -0.358 0.382 0.1182
Cl -1.6715 -3.7417 2.3298 -0.127 0.007 -0.334 0.5742
F 7.2024 6.5816 1.8679 0.815 -0.110 -0.746 0.0992
H -1.7165 0.4368 -0.3983 -0.629 -0.573 0.115 0.1298
H 2.9237 -1.4610 -3.5500 0.071 0.217 0.136 0.0809
C -0.2778 -1.2122 -0.1168 -0.867 1.372 0.924 -0.0643
C 0.2513 0.1126 5.7366 -0.398 -0.561 0.558 -0.1584
Cl -0.2407 -3.7222 4.8825 -0.256 -0.470 -0.478 0.5404
C 3.5267 3.0274 -3.6755 -0.400 0.020 -0.384 -0.1821
H -7.7711 -4.0398 -0.0054 0.504 -0.054 -0.166 0.1383
C -1.5491 -0.9061 -6.2051 0.750 0.153 0.799 -0.1562
O 1.0444 -0.7653 -0.4802 -0.223 -0.017 -0.614 0.0784
H -1.7680 5.4143 2.1808 -0.079 -0.039 0.085 0.1176
H -2.1626 -1.2405 4.0182 -0.387 -0.217 0.353 0.0745
C -1.0621 0.0230 0.3688 0.449 0.543 -1.002 -0.1098
C 3.9088 2.8848 3.4573 1.824 0.851 0.011 -0.2036
H 2.3322 1.5979 -5.8152 -0.068 0.436 0.131 0.1156
C 4.4559 1.8156 -5.4564 -0.565 0.323 0.006 -0.1745
C -0.4877 -0.0603 -5.5553 0.931 0.506 0.538 -0.1816
F -4.6488 -6.2153 0.7246 -0.267 0.049 1.012 0.1367
H -4.0894 -1.8573 -0.1321 0.360 -0.407 0.044 0.1610
C -1.7241 -5.2934 -1.7688 -1.302 -1.993 -0.971 -0.4782
F -6.6706 -1.9518 1.8363 -0.282 0.446 0.052 0.1741
F 2.2357 6.8235 1.2075 -1.231 -0.484 0.525 0.1509
H 1.3124 -0.1065 5.8554 -0.082 0.032 0.140 0.1133
H -0.8312 0.9320 -5.2628 0.005 0.085 -0.350 0.1202
C 4.3053 -1.4877 -1.7849 -0.879 -1.359 -1.545 -0.1770
C -1.8075 4.3745 1.8562 -0.029 -0.091 0.724 -0.1631
F 6.9437 7.2965 3.8824 0.022 1.051 0.472 0.1181
H 4.0496 3.1473 -2.7267 0.211 0.321 -0.124 0.1092
H -3.5815 4.1477 3.0892 -0.310 -0.254 -0.319 0.1143
H 0.8986 -0.6380 -3.9888 0.178 -0.027 -0.009 0.0753
C -3.2833 2.4805 1.6214 -0.587 0.981 -0.616 -0.1654
H 3.0325 0.1316 -5.3107 0.235 -0.139 0.323 0.0994
H 4.3440 8.2169 0.2371 -0.731 -0.382 0.110 0.1398
H -3.9514 -8.2657 -0.4595 -0.053 -0.094 0.430 0.1700
O -6.5174 -2.3506 -0.4419 1.272 -0.334 2.034 -0.0025
H -3.1422 4.9553 0.2837 -0.189 0.035 -0.083 0.1253
F -8.7202 -1.9336 -3.8115 -1.259 -0.186 -1.376 0.1364
F -3.8445 -1.3947 1.7805 -0.031 -0.185 0.954 0.0895
O 4.8951 -2.7466 -1.3989 -0.441 1.629 1.902 -0.1419
H -2.4998 -0.4639 -5.9073 -0.389 -0.598 -0.466 0.1232
H 5.8204 5.9036 3.1204 -0.147 -0.205 -0.175 0.1497
H 2.9933 1.6141 4.8610 -0.656 -0.148 -0.108 0.1162
O -2.7409 -6.2212 -1.4100 1.884 1.947 0.979 0.0365
F -8.5883 -0.6665 -2.0514 -1.530 0.228 1.078 0.1258
H -4.3729 2.4977 1.5972 -0.083 -0.271 -0.189 0.1188
H 2.7351 3.5791 6.1466 0.388 0.076 -0.075 0.1155
H -0.2172 -1.8904 0.7344 0.574 -0.693 -0.225 0.1142
H -0.5854 -2.8032 -3.7713 -0.366 -0.697 -0.391 0.0990
O -2.7792 2.9043 0.3176 0.170 -0.240 0.476 -0.1635
H -0.8129 3.9599 2.0206 0.218 -0.012 -0.462 0.0904
H 3.3597 -1.2722 -1.2876 0.189 -0.431 0.839 0.0770
H 4.8844 2.7521 3.9249 -0.083 -0.243 0.958 0.1252
C 3.2668 4.8861 4.4233 -0.180 -0.468 0.760 -0.1818
F -1.9273 -4.9609 -3.0413 0.181 0.240 -1.046 0.1590
F -5.9344 -8.5991 -0.2881 0.360 0.736 0.275 0.1009
C -8.4718 -3.0913 -1.7940 -0.546 -0.367 3.100 -0.4116
C -4.6432 -1.4676 0.7220 0.535 -0.399 -2.310 -0.3155
O 3.8292 4.3247 3.2390 -0.638 -0.623 -0.626 -0.1695
C -0.7759 -4.7229 3.4709 0.650 0.118 1.339 -0.9441
C -4.0278 -5.6249 -1.4088 -1.412 0.374 -1.979 -0.0729
Cl 3.0674 -0.3248 1.9150 -0.176 0.031 0.160 0.6225
H 0.0448 1.1742 5.8730 0.218 0.035 0.538 0.1179
F 2.7815 3.7318 -0.4954 1.349 -0.494 -1.564 0.1138
H 0.7828 0.9545 -1.5902 -0.427 -0.394 -0.711 0.1614
H 1.4209 3.9850 5.1396 -0.096 -0.013 -0.128 0.1053
H 4.0277 5.2962 5.0874 0.498 -0.370 0.050 0.1165
H -8.4245 -2.4450 0.2605 -0.204 0.049 -0.200 0.1441
C -2.8069 3.5119 2.6605 0.444 -0.136 -0.128 -0.1393
H 1.8376 1.5467 -3.4318 -0.283 0.664 -0.053 0.0898
C 2.4799 3.7301 5.0977 -0.880 0.857 0.929 -0.1518
C -4.9853 -6.4108 -0.5527 -0.424 -0.399 -0.939 -0.4650
H -1.4080 -5.4945 3.9104 0.002 0.123 -0.426 0.0369
C -0.2837 -0.2251 4.3847 -0.208 0.302 -1.545 -0.2171
C 2.1978 4.6317 0.2718 -0.570 -0.441 1.972 -0.2946
C 0.0280 1.0862 0.4536 0.131 0.188 0.630 -0.1231
F 5.6796 9.0104 2.1501 0.349 0.840 -0.304 0.1304
H -4.3868 -5.6490 -2.4377 -0.239 -0.365 -0.120 0.1527
C 5.2741 -3.5167 -2.5071 -0.196 -0.362 -0.148 -0.2085
H -2.9553 1.4550 1.7912 0.092 0.116 0.108 0.0812
H 5.2815 -4.5496 -2.1590 -0.026 -0.037 -0.151 0.1262
Cl 2.6728 -2.9356 3.3105 -0.089 0.522 -0.728 0.5337
H 5.2618 1.1808 -5.0881 0.201 -0.013 0.333 0.1126
C -0.3362 -2.2919 -4.7011 0.236 1.162 0.296 -0.2109
C 3.0838 1.2053 -5.1304 0.486 -0.559 -1.720 -0.1805
F -6.2800 -6.0297 -0.7812 0.697 0.497 0.246 0.1228
C -0.6975 -0.7261 6.6208 -0.076 0.605 0.205 -0.1896
C 2.8823 1.6516 -3.7248 -0.458 -0.670 0.903 -0.1918